No. 1
This record from OMol25 describes a structure of composition C29H47F3NO29S2V. The level of theory is wB97M-V/def2-TZVPD.

- 2S+1 = 4
- total charge = +1
- largest force on an atom (Eh/bohr) = 0.103
- frontier orbital gap (spin up / spin down) (hartree) = 0.30692 / 0.35528
- LUMO level (spin up / spin down) (Ha) = -0.06403 / -0.06403
- molar mass (g mol⁻¹) = 1045.745

```
112
Properties=species:S:1:pos:R:3:mulliken_charge:R:1
V -0.58895 -0.59069 0.00009 1.287
N -2.06413 -1.05195 -1.72643 -0.188
S -1.37640 -1.54460 -3.04177 0.559
O -2.22739 -2.34734 -3.96245 -0.668
O 0.06136 -1.85692 -2.89396 -0.381
F -1.38052 -0.17040 -3.89529 -0.233
S -3.66601 -1.09587 -1.69951 0.763
O -4.28981 -2.25652 -1.18538 -0.622
O -4.39061 -0.53305 -2.74218 -0.583
F -3.71057 -0.11911 -0.51404 -0.151
C 6.27308 0.39602 0.47155 -0.250
C 6.82113 -0.89957 0.10354 -0.332
O 5.91753 -1.43317 -0.75501 -0.376
C 5.09679 -0.48187 -1.17061 0.622
O 4.25646 -0.60509 -1.96563 -0.411
O 5.42579 0.68655 -0.62600 -0.259
H 7.00057 1.17329 0.56089 0.347
H 5.67585 0.50176 1.40482 0.115
H 7.03067 -1.56025 1.02917 0.270
H 7.75660 -0.90202 -0.47879 0.282
C 2.29281 -4.82479 -0.94413 -0.323
C 2.89063 -3.58334 -1.50586 -0.324
O 2.16085 -2.54902 -0.64904 0.126
C 1.02808 -3.08275 -0.40649 -0.187
O 0.06722 -2.51998 0.10389 -0.236
O 0.96606 -4.39133 -0.65321 -0.292
H 2.76277 -5.30799 -0.06625 0.250
H 2.32268 -5.67382 -1.70727 0.333
H 2.65477 -3.43691 -2.56329 0.218
H 3.90440 -3.46495 -1.26939 0.354
C 2.29292 1.31217 -4.33850 -0.458
C 2.62127 2.46568 -3.48725 -0.319
O 1.96464 2.12933 -2.27730 -0.329
C 1.25645 1.05477 -2.36366 0.170
O 0.62628 0.58120 -1.45196 0.039
O 1.39693 0.51497 -3.55010 -0.309
H 3.12328 0.68225 -4.59669 0.398
H 1.71775 1.53191 -5.25802 0.254
H 2.18183 3.51277 -3.72074 0.271
H 3.73493 2.55904 -3.27169 0.229
C -2.41942 -5.82181 -2.90693 -0.017
C -2.56275 -6.14097 -1.41127 0.063
O -1.34363 -6.86861 -1.13865 -0.359
C -0.50176 -6.75502 -2.13533 0.692
O 0.57263 -7.19041 -2.15298 -0.566
O -0.97218 -5.93825 -3.11160 -0.305
H -2.68253 -4.74600 -3.17411 0.028
H -2.97321 -6.57135 -3.51723 0.289
H -3.39031 -6.75196 -1.08803 0.297
H -2.55330 -5.20921 -0.76970 -0.088
C -2.83143 1.80919 -6.46464 -0.385
C -3.63997 1.97007 -5.15055 -0.223
O -2.67328 2.43991 -4.19817 -0.264
C -1.45756 2.64499 -4.87371 0.756
O -0.49505 3.14025 -4.34825 -0.557
O -1.52072 2.23086 -6.11206 -0.346
H -3.11674 2.56424 -7.27316 0.254
H -2.82550 0.79005 -6.79667 0.322
H -4.09503 1.04763 -4.77352 0.118
H -4.29980 2.79184 -5.25192 0.368
C -5.02598 3.49386 4.62088 -0.372
C -5.21779 2.64828 5.87287 -0.219
O -4.72138 1.30542 5.45484 -0.375
C -4.22157 1.42328 4.16683 0.509
O -3.74039 0.57752 3.50650 -0.326
O -4.30356 2.65557 3.71041 -0.298
H -4.34394 4.36904 4.73536 0.242
H -5.91652 3.89871 4.21789 0.289
H -6.30181 2.56517 6.12311 0.277
H -4.55885 2.99714 6.66479 0.264
C 3.05553 5.37781 1.63924 -0.306
O 4.30216 4.80142 1.40208 -0.459
C 4.54086 3.47139 1.78058 -0.214
C 4.28581 3.18520 3.29189 -0.532
O 2.93302 3.27451 3.52325 -0.104
C 2.53344 3.20594 4.87358 -0.939
H 2.79795 5.39682 2.69695 0.142
H 2.34664 4.80301 1.06128 0.047
H 3.05993 6.40959 1.29755 0.287
H 5.55276 3.26705 1.54136 0.284
H 3.89899 2.83518 1.20165 0.122
H 4.87836 3.79440 3.96358 0.397
H 4.73011 2.20863 3.42587 0.400
H 2.98570 2.36094 5.46431 0.373
H 1.41392 2.95490 4.94550 0.192
H 2.71342 4.14128 5.38290 0.355
C -1.59710 2.19375 -0.74593 -1.010
O -1.24055 1.31314 0.26952 0.829
C -0.42731 1.98805 1.22804 -0.636
C 0.04374 1.04992 2.38144 0.052
O 0.68454 -0.02915 1.64664 0.633
C 1.39077 -0.91976 2.53818 -0.753
H -2.12156 3.08535 -0.13586 0.119
H -2.34028 1.73228 -1.36131 0.374
H -0.74925 2.54539 -1.37834 0.166
H -0.98841 2.85574 1.51428 0.699
H 0.54172 2.31038 0.75029 -0.121
H -0.79091 0.70168 3.05995 0.165
H 0.87130 1.58536 2.90281 -0.054
H 0.68575 -1.28405 3.25142 0.216
H 2.15394 -0.25078 3.03769 0.042
H 1.80483 -1.70544 1.95002 0.180
C -4.96251 -2.50348 2.55363 -0.321
C -3.94749 -3.41339 3.26280 0.128
O -2.75480 -2.64117 3.11729 -0.275
C -2.81407 -1.94702 2.00442 0.422
O -1.80841 -1.43996 1.48672 0.026
O -4.04745 -1.82065 1.66538 -0.251
F -3.79293 -4.70147 2.77612 -0.292
H -5.48062 -1.76115 3.20594 0.221
H -5.62095 -3.06548 1.90504 0.334
H -4.17526 -3.55395 4.26117 0.335
```

***

No. 2
This record from OMol25 describes a structure of composition C4H6O3Yb. The level of theory is wB97M-V/def2-TZVPD.

- total charge = +2
- relative energy (zero: lowest compared OMol25 entry of this formula, charge and spin) (kJ/mol) = 23.56
- largest force on an atom (Eh/bohr) = 0.144
- frontier orbital gap (hartree) = 0.22605
- LUMO level (Ha) = -0.36369
- molar mass (g mol⁻¹) = 275.129

```
14
Properties=species:S:1:pos:R:3:mulliken_charge:R:1
H -1.09287 -0.75511 0.55220 0.485
O -0.36839 -0.50535 -1.54572 -0.509
O -0.02075 1.55757 -0.71863 -0.276
O -1.60851 1.24162 -2.26035 -0.557
C -0.11461 -0.29767 0.69626 -0.598
C 0.20145 1.06840 0.44713 0.248
C -0.67232 0.66504 -1.69488 0.635
H 0.77857 1.70906 1.11979 0.427
Yb -3.04309 1.34556 -4.24227 1.749
H -0.09575 -0.52450 1.97864 0.284
C 1.28197 -1.23648 1.36579 -1.028
H 0.94429 -2.22414 1.69737 0.370
H 1.94604 -1.37838 0.50490 0.363
H 1.86396 -0.66561 2.09977 0.406
```

***

No. 3
This record from OMol25 describes a structure of composition C14H26N2OPrS2. The level of theory is wB97M-V/def2-TZVPD.

- 2S+1 = 3
- total charge = +3
- largest force on an atom (Eh/bohr) = 0.071
- frontier orbital gap (spin up / spin down) (hartree) = 0.28661 / 0.29043
- LUMO level (spin up / spin down) (Ha) = -0.41157 / -0.40780
- molar mass (g mol⁻¹) = 443.417

```
46
Properties=species:S:1:pos:R:3:mulliken_charge:R:1
Pr 1.23063 0.05335 -0.10257 1.008
S -0.28508 2.36968 -0.73202 0.104
S -0.25229 -2.30609 -0.57297 0.131
C -2.07290 2.15603 -0.39042 -0.849
C -0.38884 2.40413 -2.55873 -0.772
C -0.91508 1.13058 -3.18793 -0.871
N -0.15349 -0.04793 -2.68840 0.046
C -0.84852 -1.29169 -3.13407 -0.847
C -0.28668 -2.49729 -2.41516 -0.746
H 0.61362 2.63689 -2.93235 0.385
H -1.06488 3.23814 -2.76089 0.543
H -0.86173 1.19056 -4.29528 0.403
H -1.96812 0.98585 -2.93397 0.467
H -0.74864 -1.43135 -4.22865 0.404
H -1.92202 -1.18629 -2.92204 0.455
H 0.75151 -2.67592 -2.71402 0.345
H -0.89703 -3.38748 -2.57774 0.553
C -2.08022 -2.28746 -0.26647 -0.979
H 0.74555 -0.04019 -3.17852 0.283
H -2.56596 -1.36954 -0.64197 0.250
H -2.22894 -2.39745 0.82002 0.393
H -2.48210 -3.17458 -0.77970 0.427
H -2.22773 2.34817 0.67818 0.365
H -2.45145 1.15847 -0.65436 0.155
H -2.57992 2.92783 -0.98516 0.445
C 3.17565 0.07706 -1.69195 -0.604
C 3.89750 0.12670 -0.52064 -0.950
H 2.97385 1.00558 -2.26013 0.391
H 2.93905 -0.88478 -2.18847 0.513
H 4.38819 1.05577 -0.18455 0.479
H 4.21194 -0.78393 0.02693 0.586
O -0.62322 -0.03768 1.53554 -0.218
C -0.51312 0.07851 2.99477 -0.452
C 0.93517 0.26470 3.35817 0.333
C 1.41064 0.37885 4.67383 -0.828
C 2.78940 0.53364 4.88700 -0.277
C 3.63893 0.60308 3.79329 -1.013
C 3.09798 0.53334 2.52749 0.327
N 1.78139 0.32314 2.29940 0.032
H -1.52555 -0.21570 1.22311 0.195
H -1.10991 0.95370 3.29268 0.400
H -0.93336 -0.83176 3.45904 0.432
H 0.70115 0.32229 5.49935 0.488
H 3.19618 0.61238 5.89223 0.468
H 4.71941 0.73602 3.88205 0.457
H 3.71671 0.62205 1.64207 0.144
```

***

No. 4
This record from OMol25 describes a cluster of 2 separate species, C21H39F2N2O7P2 in total. The level of theory is wB97M-V/def2-TZVPD.

- total charge = +1
- relative energy (zero: lowest compared OMol25 entry of this formula, charge and spin) (kJ/mol) = 1129.48
- largest force on an atom (Eh/bohr) = 0.142
- frontier orbital gap (hartree) = 0.25813
- LUMO level (Ha) = -0.19106
- molar mass (g mol⁻¹) = 531.494

```
73
Properties=species:S:1:pos:R:3:mulliken_charge:R:1
C 5.71281 0.23932 1.18992 -0.361
C 6.73744 0.63425 -0.05338 -0.341
O 6.43475 2.02618 -0.44604 -0.383
C 5.43129 1.89202 -1.55134 0.093
C 4.78201 3.40535 -1.84445 -0.339
O 4.12690 3.79882 -0.58038 -0.354
C 2.64982 3.97040 -0.78776 -0.817
C 2.03301 2.44554 -0.83918 0.107
C 1.89470 1.61751 0.51619 -0.144
C 2.39827 2.40620 1.90697 0.364
C 1.18851 3.40618 2.44328 -1.122
F 2.59746 1.40733 3.02342 -0.357
N 1.39419 0.27408 0.78772 -0.712
N 1.05358 -0.31004 -0.37104 0.928
P 0.42082 -1.99802 -0.09137 -0.003
C 1.60573 -2.70409 1.28471 -0.541
C 3.02549 -3.25165 0.67166 -0.790
C -1.22071 -1.66280 0.90308 -0.549
C -2.41762 -1.02961 -0.02201 -0.678
C 1.08840 0.15775 -1.74609 0.374
C 0.62807 -0.87514 -2.95981 -0.976
C -0.98931 -0.90562 -3.23313 0.035
F -1.61047 -2.24978 -3.14192 -0.313
C 1.54977 1.64138 -2.17396 0.628
P 1.58805 2.44165 -3.90132 0.184
O 1.08212 4.14561 -3.85360 -0.454
O 0.33941 1.76701 -4.97310 -0.457
H 4.71003 -0.17059 0.71696 -0.186
H 6.17425 -0.57608 1.92510 0.388
H 5.53971 1.20626 1.84263 0.144
H 7.83139 0.49291 0.38634 0.298
H 6.65062 -0.10709 -0.96850 0.237
H 4.54117 1.22811 -1.14219 -0.111
H 5.90228 1.41188 -2.50894 0.338
H 4.08343 3.41781 -2.78349 0.145
H 5.71039 4.10208 -2.12258 0.353
H 2.19969 4.56277 0.11549 0.251
H 2.54551 4.58439 -1.77102 0.367
H 3.43257 2.93690 1.77886 0.263
H 1.57761 4.38430 2.95520 0.293
H 0.38137 3.64911 1.62313 0.290
H 0.60645 2.80067 3.29088 0.360
H 0.99489 -3.61756 1.75020 0.381
H 1.73911 -1.94072 2.18742 0.292
H 3.61634 -3.73537 1.58441 0.332
H 3.69221 -2.37869 0.26598 0.117
H 2.76557 -4.08113 -0.11400 0.307
H -1.59901 -2.68144 1.33704 0.408
H -1.01824 -0.93567 1.82846 0.296
H -2.75170 -1.76863 -0.89281 0.197
H -3.36888 -0.91331 0.67454 0.265
H -2.17388 0.05846 -0.41628 0.107
H 1.16441 -0.45047 -3.93962 0.444
H 1.11262 -1.96189 -2.85308 0.404
H -1.16901 -0.43812 -4.31573 0.225
H -1.46796 -0.11485 -2.48202 0.082
H 0.15674 4.09300 -3.47198 0.347
H -0.57092 2.12880 -4.69334 0.338
C -9.74422 -3.10840 0.85530 -1.089
C -8.32491 -3.58158 0.59510 -0.175
O -7.37711 -2.56999 0.95676 -0.336
C -7.11528 -2.45717 2.28284 0.730
O -7.60389 -3.13811 3.17223 -0.549
O -6.23687 -1.43915 2.45407 -0.294
C -5.94249 -1.15496 3.82008 -0.678
H -9.92743 -2.14828 0.36077 0.291
H -10.47021 -3.84060 0.49010 0.356
H -9.92110 -2.95312 1.92381 0.309
H -8.19565 -3.76902 -0.47587 0.282
H -8.10963 -4.52234 1.11522 0.309
H -5.61665 -2.05358 4.35294 0.333
H -6.81947 -0.71399 4.30506 0.300
H -5.12832 -0.42540 3.84742 0.212
```